The following is a quantum chemistry calculation of an isolated molecule of C4H5NO2, from OMol25.

The geometry in XYZ format:
```
12
Properties=species:S:1:pos:R:3
O -1.698 0.012 1.660
C -1.992 0.125 0.497
C -0.961 0.161 -0.634
O -1.302 -0.096 -1.770
N 0.291 0.557 -0.241
C 1.524 -0.030 -0.693
C 1.110 -0.107 0.741
H -3.037 0.156 0.138
H 2.294 0.674 -0.997
H 1.442 -0.930 -1.301
H 0.761 -1.064 1.117
H 1.570 0.541 1.482
```

- total charge = 0
- max |F| (eV/A) = 0.59
- ΔE to the lowest compared entry with this formula, charge and spin (kJ/mol) = 184.7
- spin multiplicity = 1
- SMILES = O=CC(=O)N1CC1